Entry 1:
Computed, not measured: a molecular structure, C29H47Ge3N4RuSe at a distorted geometry, with wB97M-V/def2-TZVPD.

Total charge: +3
E_HOMO (alpha / beta): -16.005 / -15.988 eV
Frontier orbital gap (alpha / beta): 6.04 / 6.06 eV
Electronic energy: -274246.7000 eV
Relative energy (zero: lowest compared OMol25 entry of this formula, charge and spin): 69.5 kcal per mole

Last column: Mulliken charge in e.
CARTESIAN COORDINATES (ANGSTROEM)
C 1.7692 -3.4936 -1.5569  -0.805
Ge 4.8826 0.6250 0.3603  0.613
C 1.1961 -0.2209 4.8519  -0.754
C 1.7680 2.0635 -0.9742  -1.107
C -2.6976 1.6985 -0.3009  -0.990
H -3.6491 3.8116 2.3736  0.356
H 4.0169 -2.2732 -0.6008  0.388
C 1.5387 0.1848 -2.4985  0.653
C 2.2515 0.7414 2.9137  -0.452
H 2.8093 1.5556 2.4702  0.215
C 5.3712 0.2411 -1.4855  -1.091
C 1.3188 2.9094 -1.9645  -0.951
H 0.3639 -2.4482 -2.5903  0.263
H 6.6620 0.0391 1.9726  0.471
H 3.6702 -2.4112 0.9769  0.389
H -3.6188 -0.7142 -4.2627  0.290
C -1.9735 -0.5177 -2.9860  -1.291
C -5.2412 0.2782 0.8416  -1.068
N -3.1823 -0.9453 -3.3834  -0.001
H 1.6792 -3.6006 0.6050  0.239
C -2.9252 -2.4842 -0.2029  -0.243
C 1.8740 0.6843 -1.2290  0.384
H -1.3339 3.0054 1.8001  0.487
H -4.2994 -3.7556 0.8164  0.462
Ru 0.0007 -0.8193 -0.4982  -0.515
N 0.5312 -2.6718 -1.6154  -0.369
H -4.8612 4.1861 -0.6153  0.393
H -2.2093 2.5989 -0.6759  0.669
C -5.4148 3.2590 -0.4665  -1.192
H 4.8689 0.9347 -2.1589  0.319
H 4.4345 2.7393 1.7554  0.423
H 0.2678 -2.1352 4.5673  0.489
H 4.5125 3.1450 0.0147  0.382
H 5.9851 -1.4792 1.4036  0.395
H -5.6564 -2.4370 -3.0399  0.503
N 3.2380 -2.3110 0.0556  -0.336
H -2.9206 1.0560 -1.1503  -0.025
C -4.9042 -2.4478 -2.2630  -1.037
H -4.9480 2.8297 3.0309  0.422
H -0.2640 -3.2606 -1.3749  0.340
H 6.4500 0.3851 -1.5824  0.491
Ge -4.4290 2.0441 0.6862  0.697
C -0.5247 2.3346 1.5175  -0.761
H 2.2136 1.6687 4.8435  0.489
H -5.9934 -3.7255 -0.9560  0.450
H -4.6085 -0.3856 1.4341  0.339
H -1.3636 0.1421 -3.5814  0.559
C -4.1067 -3.1843 -0.0814  -0.865
C 1.9109 0.8108 4.2566  -0.529
C -5.0803 -3.1637 -1.0971  -0.671
H 0.0353 2.0458 2.3994  0.185
C 1.8800 -0.3734 2.1605  1.118
C 1.1670 -1.4113 2.7618  -0.006
H 0.8897 0.6983 -4.4920  0.645
H -3.3221 2.1737 2.9928  0.386
H 1.5758 -4.5155 -1.8846  0.494
H 0.8782 -2.2970 2.2037  0.096
C 1.0951 1.0685 -3.4948  -1.200
Ge 2.3564 -0.4598 0.2762  -0.272
C -2.7349 -1.7596 -1.3805  0.410
C -3.7062 -1.7476 -2.3798  0.770
H 5.1567 -0.7783 -1.8070  0.335
H 5.9729 2.7490 0.9161  0.485
C 5.7256 -0.4709 1.7268  -1.076
C 4.9101 2.5105 0.8050  -1.112
H -6.2094 0.3396 1.3379  0.478
C 0.8237 -1.3303 4.1048  -0.805
H -2.1951 -2.4868 0.6029  0.327
H 0.1074 2.7984 0.7717  0.168
Se -1.3927 0.7538 0.8036  0.469
H -5.3980 -0.1705 -0.1413  0.225
H 0.9410 -0.1636 5.9016  0.471
C -4.0320 2.7929 2.4408  -1.254
H 5.1324 -0.5110 2.6396  0.366
H 3.0692 -4.4071 -0.1250  0.522
H 1.7418 -0.8357 -2.7657  0.539
H -6.3768 3.5135 -0.0224  0.397
H 0.6583 3.0971 -4.0034  0.478
H 1.2475 3.9721 -1.7671  0.534
C 2.4148 -3.5378 -0.1974  -0.668
C 0.9785 2.4143 -3.2274  -0.725
H 2.0264 2.4720 -0.0028  1.143
H -5.6083 2.8060 -1.4392  0.368
H 2.4691 -3.0629 -2.2797  0.377
N -1.6564 -0.9727 -1.7904  0.820

***

Entry 2:
Computed, not measured: a molecular structure, C29H48BF3N3O6PSTi, with wB97M-V/def2-TZVPD.

E_HOMO: -6.669 eV
Frontier orbital gap: 6.78 eV
Electronic energy: -99684.2608 eV
Relative energy (zero: lowest compared OMol25 entry of this formula, charge and spin): 14.2 kcal per mole

Last column: Mulliken charge in e.
CARTESIAN COORDINATES (ANGSTROEM)
C 3.9563 -0.0498 2.6347  -0.931
H 0.3196 -1.7912 -3.2913  0.337
H 3.7967 -0.6073 0.6438  0.020
H -2.3366 -3.9664 3.2993  0.406
F 0.9597 0.5113 -2.5074  -0.169
H -5.1195 6.9687 -2.8911  0.453
H -0.1100 -5.3689 -2.1993  0.351
N 3.9101 0.2471 1.2037  -0.318
C 0.3746 -4.8857 1.2352  -1.306
H -2.7504 5.5654 -4.4232  0.361
H -3.4091 7.9865 -1.6572  0.433
O 0.6641 -1.3378 0.5707  1.433
C 1.1270 -3.6165 -2.4831  1.801
H 0.4003 -5.3725 0.2639  0.114
H 0.1072 -4.8786 -3.8820  0.430
C -1.9851 -1.9162 2.7990  0.041
H 0.6095 2.3241 3.2400  0.325
H -3.4946 -0.2252 0.3059  0.383
O -1.4645 0.8886 -0.6006  -0.383
H 3.7609 -5.2151 1.8279  0.332
H -1.4582 6.2919 -3.4739  0.351
C -0.0360 -4.5124 -2.8663  -1.717
H -1.2781 -1.7582 3.6047  0.357
H -1.9296 7.1768 -1.1671  0.317
H 1.4839 -4.8481 3.7821  0.562
C -1.5919 3.1512 -0.4099  0.411
C -3.4845 -3.3550 1.5944  -0.401
H 4.6163 -0.8933 2.8770  0.502
F 0.9963 2.5616 -1.8013  -0.263
H -5.3680 5.6176 -1.7793  0.379
H 4.7881 0.6418 0.8817  0.273
H 2.8727 -5.7554 0.4026  0.269
F 2.8278 1.3896 -1.8106  -0.303
H -3.8738 3.5344 -3.4379  0.326
H -5.0512 5.3166 -3.4834  0.341
H 2.6846 -3.5994 3.4441  0.301
H -0.9709 -3.9584 -2.8237  0.349
H 0.6160 0.2264 2.9223  -0.161
H -3.4477 6.8034 -0.3492  0.438
C -2.9996 7.0351 -1.3153  -2.034
H -4.5129 -2.4407 -0.0496  0.437
H 2.0574 1.9602 4.1898  0.471
C 2.4336 -4.3808 -2.4204  -1.460
O -0.7525 2.8003 0.6095  -0.257
H 3.2393 -3.7616 -2.0302  0.257
H 2.2559 -1.3629 2.8189  -0.701
C 2.5629 -0.3698 3.1567  0.265
H 2.0734 -1.7833 -3.1553  0.280
H 4.3555 0.8256 3.1557  0.370
C 2.7841 -5.5252 1.4616  -1.653
C -2.8422 4.5672 -1.8708  0.690
H 1.2892 -2.7536 -4.4169  0.567
H 3.5070 2.6170 2.2974  0.342
C -4.7960 5.9573 -2.6422  -1.697
H -2.8238 7.2797 -4.0077  0.431
C 1.7170 -3.9987 3.1408  -1.747
P 1.6486 -2.3194 -0.1477  -0.910
O 2.7466 -1.5171 -0.7600  -1.057
C -3.2318 -1.0526 0.9458  -0.162
N 1.9995 2.5920 0.8612  -0.131
H 0.9537 -3.2371 3.2950  0.191
H -3.9457 -4.3229 1.4550  0.396
H 2.3023 3.8908 2.5195  0.470
C -2.8183 2.1482 -2.2139  -1.956
H 2.6977 2.9044 0.1870  0.300
C 1.6372 1.9536 3.1776  -0.529
C -3.8026 -2.2992 0.7532  -0.768
H 0.0023 -5.6014 1.9696  0.578
H 2.7086 -4.6952 -3.4274  0.522
C -3.2905 5.9492 -2.3516  1.981
N 1.5475 0.5766 2.6587  -0.023
Ti 1.3202 0.4604 0.4663  0.300
H -1.6588 5.2625 -0.1855  0.463
C -1.9964 2.0302 -1.1203  0.779
C -3.2367 3.4320 -2.5729  -0.484
H 1.1306 3.1012 0.6596  0.177
C 2.4412 2.8398 2.2395  -0.924
H 2.4881 -6.4317 1.9874  0.416
C -2.3040 -0.8514 1.9652  0.087
H -3.1207 1.2777 -2.7759  0.536
C -2.5812 -3.1556 2.6267  -0.676
C 1.4675 1.3075 -1.5317  -0.095
H -0.3302 -4.0613 1.1835  0.187
H 2.3324 -5.2738 -1.8035  0.239
H 2.5623 -0.3735 4.2548  0.601
B -0.7452 1.3128 0.5898  1.745
C -1.9974 4.4160 -0.7606  -1.167
C 1.7518 -4.4373 1.6860  2.116
O 2.2551 -3.2778 0.9447  -0.296
S -1.6485 0.7716 2.2584  -0.731
C -2.5352 6.2931 -3.6421  -1.616
O 0.7773 -3.1645 -1.1227  0.212
C 1.2126 -2.4050 -3.3863  -1.774

***

Entry 3:
Computed, not measured: a molecular structure, C29H48BrFeN3P2S at a distorted geometry, with wB97M-V/def2-TZVPD.

2S+1: 5
Total charge: +2
E_HOMO (alpha / beta): -11.906 / -11.814 eV
Frontier orbital gap (alpha / beta): 6.04 / 2.71 eV
Electronic energy: -169146.9858 eV
Relative energy (zero: lowest compared OMol25 entry of this formula, charge and spin): 72.0 kcal per mole

Last column: Löwdin spin population.
CARTESIAN COORDINATES (ANGSTROEM)
H 7.1060 1.8331 -1.0094  0.000
C 1.3364 3.4483 -2.0228  -0.077
H 7.2540 0.1846 -0.3653  0.002
H 2.2217 -1.2558 0.0613  -0.001
H -0.0606 -2.6739 0.2659  0.001
H 4.5182 -2.7357 -3.0141  0.003
H 4.1651 -0.7796 2.3914  0.000
C -4.3611 2.3091 -2.9542  0.009
H -5.0580 -2.6002 -1.8563  0.000
H 0.0406 0.7299 -3.6266  -0.003
H 5.5707 -1.4279 -3.5961  0.001
H -4.1032 -2.5765 -0.3696  0.000
H -3.0527 -2.0870 -3.2425  0.000
C -0.2566 -2.4374 -4.0978  0.000
H -0.2736 2.0494 1.9767  0.000
C 0.4640 -0.5859 3.9183  0.000
Br 2.5067 4.7988 -2.2117  -0.026
C -3.4874 1.7763 -1.9286  0.336
H -2.5992 -4.3950 0.1389  0.000
H -0.3313 1.3594 4.4714  0.001
C -1.3666 0.3722 2.0185  0.017
H 0.2737 -3.3453 -2.1856  0.001
C -1.1317 -2.7806 0.0418  0.002
H -3.7785 1.9648 -0.8863  0.012
H -1.2241 -4.7489 -0.9294  0.000
H -0.6339 -2.3932 3.4710  0.000
C -0.0488 -2.3724 -2.5873  0.009
H 2.6670 -1.0031 -2.5482  0.004
C 5.1971 0.8893 -0.6940  0.079
C -1.5229 -4.2518 -0.0011  0.001
H -0.1928 -1.4463 -4.5619  0.000
H -3.9037 0.8874 -4.6112  0.003
H 5.0367 1.2420 0.3358  0.001
C 4.5239 -1.7341 -3.4634  0.017
H 4.4637 -2.1998 1.3978  0.009
N -5.5895 3.7796 -5.0325  0.082
H 0.5258 4.3248 -0.2214  0.003
H 0.5509 -3.0402 -4.5315  0.000
C 3.6963 -1.4654 1.6774  0.021
C -4.3721 1.8260 -4.3053  0.073
N -1.6353 -0.7660 2.6699  0.008
H -1.6711 -2.2736 0.8557  0.001
H 4.6629 1.5423 -1.3955  0.016
C 3.7352 -0.7352 -2.5926  0.094
C 6.6822 0.8252 -1.0473  0.011
H -4.9708 2.3195 -6.3515  -0.002
C 0.3744 3.5751 -0.9935  0.035
Fe -0.9884 0.3302 -0.9132  2.597
S -2.4011 0.8548 0.7456  0.050
H -2.4274 -1.2985 2.3227  0.000
H -6.1708 5.1536 -3.5871  -0.002
C 1.2849 2.3352 -2.8822  0.030
C -5.1544 3.4621 -2.6894  0.080
H 3.8242 0.2888 -2.9917  0.011
H -1.4115 -1.3416 4.6631  0.000
C 0.1311 1.5611 -2.9246  -0.050
H 6.8164 0.4597 -2.0727  0.001
P 4.3754 -0.7632 -0.8646  0.594
H 4.0689 -1.8161 -4.4563  0.000
H 1.2248 -0.9813 3.2273  0.000
H -2.3233 0.5248 -3.1670  0.002
P -1.4078 -1.7893 -1.4948  0.014
H -1.2054 -2.8928 -4.4016  0.000
H -1.7031 3.1840 -0.4616  0.000
H -4.3629 -1.0829 -1.2936  0.003
C -4.1741 -2.1597 -1.3806  0.002
C -0.8267 -1.3498 3.7378  0.001
C 0.2964 0.9119 3.6832  0.001
H -2.8117 -3.5693 -2.2902  0.001
H 2.8491 0.3012 0.6630  0.014
C -5.6787 4.1917 -3.7630  -0.014
H 0.7551 -1.6492 -2.3778  -0.001
H 0.8252 -0.7393 4.9432  0.000
C -0.8543 2.9325 -1.1177  -0.039
C -2.9373 -2.4768 -2.2171  0.003
C -0.9998 1.9609 -2.1580  0.024
H 2.1073 2.0600 -3.5306  0.004
H -5.2967 3.8345 -1.6775  0.003
C -4.9828 2.6121 -5.2903  -0.015
N -0.3080 1.1150 2.3757  0.011
H -1.0175 -4.7684 0.8207  0.000
C -2.2637 1.1673 -2.2811  -0.155
C 3.1148 -0.7434 0.4475  0.087
H 1.2600 1.4269 3.6593  0.000
H 2.9192 -2.0126 2.2151  0.000

***

Entry 4:
Computed, not measured: a molecular structure, C29H48Cl2LiNO5PS at a distorted geometry, with wB97M-V/def2-TZVPD.

Total charge: +1
E_HOMO: -10.946 eV
Frontier orbital gap: 6.18 eV
Electronic energy: -87944.9699 eV

Last column: Mulliken charge in e.
CARTESIAN COORDINATES (ANGSTROEM)
H 3.3564 -2.1457 -1.9946  0.550
H -4.8418 -6.6974 -2.6456  0.373
C 2.3665 -0.2160 -0.2420  -0.240
C -4.5473 0.4327 1.7774  -1.078
H -2.7597 2.0983 2.2974  0.504
C -4.9949 -2.9762 2.2474  -0.878
H -4.5760 -7.1881 0.6046  0.327
H -2.8747 -2.5230 1.8134  0.418
C -4.2880 -5.0122 0.8862  -0.366
C 5.8360 -1.1624 0.8306  -0.770
H -5.2823 -2.5969 3.2359  0.475
H -2.7108 -0.4064 2.5371  0.136
Li -0.2677 5.2388 -5.8596  0.941
C -3.6223 0.9554 0.6236  -0.632
H 0.1802 2.0554 -2.4215  0.047
H -0.7169 2.2069 2.8074  0.731
H -3.0021 0.1117 0.3013  0.375
H -3.1336 3.0727 0.8801  0.313
O 6.0325 4.5197 -0.8270  -0.747
H -0.5951 1.5709 -3.9143  0.538
C 1.4532 3.3638 0.3085  0.371
H 2.3100 3.6638 -2.1167  0.241
H 0.3776 1.1849 1.8917  0.117
H 5.8802 1.9819 1.0180  0.079
C -4.9864 -5.8457 -1.9736  -1.019
C 3.9460 3.7991 0.5336  -0.439
H 3.4774 2.8291 -4.2837  0.525
C 0.3624 1.5561 -3.3826  -0.976
H 4.2869 0.1519 1.4898  0.666
H -5.8355 -2.8840 1.5467  0.312
C -5.1619 -6.2582 0.5868  -0.733
H -1.1244 2.8206 -0.0374  0.297
C 2.8639 2.2214 -3.6057  -0.472
H -4.5087 -4.2280 0.1468  0.215
C 1.4312 2.3004 -4.1721  0.181
H 4.7724 1.8603 3.2727  0.305
H 1.4903 1.8772 -5.1804  0.479
N 4.6764 2.8369 3.0113  -0.781
C -0.2201 2.1054 1.8350  -0.689
C 2.8711 2.6959 0.2799  -0.545
H 6.3065 4.1371 1.7668  0.129
O 4.1039 5.7842 -1.3130  -0.700
H -5.9183 -6.3557 1.3790  0.328
C -5.9080 -6.2058 -0.7715  -0.595
Cl 0.9722 4.0756 -4.3983  -0.355
S 4.6127 4.4827 -1.0045  1.503
H 7.1821 -2.5172 -0.0770  0.387
C 3.0495 2.8555 -2.2126  -0.019
H -3.5430 -4.4669 2.8595  0.401
H -4.0002 -5.4848 -1.6603  0.289
H 3.4707 4.6253 1.0739  0.689
H -6.7200 -5.4768 -0.6655  0.308
C 4.0432 -1.8808 -1.1939  -0.032
H -5.5096 0.0942 1.3743  0.331
Cl 3.5385 0.5743 -3.7613  -0.119
C -2.7362 2.1020 1.2027  -0.959
C -4.4968 -4.4291 2.3160  -0.946
C -3.8559 -2.0343 1.7377  -0.497
H 4.1415 1.5204 -0.9558  0.535
H -1.1171 1.0817 0.1124  0.107
H -4.2005 1.3403 -0.2249  0.444
H -4.0205 -1.7809 0.6805  0.257
O 4.3445 3.5031 -2.2652  -0.570
C 3.6911 -0.9421 -0.2477  0.109
C 6.1809 -2.0948 -0.1310  -0.464
H -5.2172 -5.0504 2.8626  0.434
H 6.4981 -0.8244 1.6222  0.449
H -3.2376 -5.2929 0.7417  0.398
H 0.7029 0.5370 -3.1865  0.198
H 1.5414 3.2056 2.4777  0.462
H 5.6124 -3.1778 -1.8657  0.408
H -6.3086 -7.2081 -0.9595  0.357
O 1.4629 -0.6052 0.4665  -0.540
H 2.8981 2.0369 1.1632  0.598
H -4.1558 -0.7838 3.5394  0.464
C -1.2592 2.0041 0.6908  -0.089
C 0.7792 3.2824 1.6892  -1.620
C -3.7741 -0.6893 2.5151  -0.571
H 1.6073 4.4310 0.0807  0.849
H -5.4623 -5.0316 -2.5352  0.226
H 0.8605 2.9427 -0.5099  -1.153
H 0.2211 4.2119 1.8752  0.351
C 5.2971 -2.4543 -1.1179  -0.731
C 4.5804 -0.5957 0.7498  -0.113
P 5.3215 3.1419 1.6084  0.360
H -4.7221 1.2758 2.4584  0.480
C 3.1062 1.8903 -1.0263  -0.457
O 2.1162 0.8757 -1.0661  0.531